{
  "formula": "C27H36IrNP2S5",
  "method": "ωB97M-V/def2-TZVPD",
  "largest_force_ev_per_a": 6.34,
  "gap_ev": [5.22, 4.26],
  "total_charge": 1,
  "e_homo_ev": [-8.115, -10.424],
  "lumo_energy_ev": [-2.90, -6.16],
  "de_lowest_ev": 2.672,
  "spin_multiplicity": 6,
  "species": ["Ir", "S", "S", "S", "S", "S", "P", "P", "N", "C", "C", "C", "C", "C", "C", "C", "C", "C", "C", "C", "C", "C", "C", "C", "C", "C", "C", "C", "C", "C", "C", "C", "C", "C", "C", "C", "H", "H", "H", "H", "H", "H", "H", "H", "H", "H", "H", "H", "H", "H", "H", "H", "H", "H", "H", "H", "H", "H", "H", "H", "H", "H", "H", "H", "H", "H", "H", "H", "H", "H", "H", "H"],
  "coordinates": [[10.207052, 11.448414, 8.690631], [6.300155, 8.333852, 7.839685], [7.755711, 7.126278, 10.039681], [5.016765, 5.969883, 9.137054], [9.488728, 9.609144, 10.237102], [8.751502, 10.280648, 7.350566], [9.399786, 13.661304, 8.113493], [12.416172, 10.935953, 9.026062], [10.356804, 12.449329, 10.475748], [8.468692, 12.956482, 12.027485], [8.823743, 13.338749, 5.252895], [11.651515, 15.215301, 9.110013], [10.537652, 15.188788, 8.080344], [8.373769, 8.615476, 9.436983], [13.213818, 9.148929, 9.153375], [12.482271, 11.445648, 10.760308], [7.858454, 9.046752, 8.235383], [9.691018, 16.476729, 8.267513], [8.264558, 13.907476, 6.562386], [6.276694, 7.046435, 9.026371], [6.661310, 14.340038, 11.122408], [13.577999, 11.192602, 11.575516], [13.040086, 8.556023, 7.744096], [14.420455, 13.071852, 9.009806], [13.047652, 12.642492, 6.828228], [11.599093, 12.896671, 12.552746], [7.432473, 14.573550, 9.926998], [6.844407, 13.434195, 6.810158], [8.549563, 13.761255, 9.748631], [7.212803, 13.570536, 12.164118], [13.655061, 12.072168, 8.126239], [9.165139, 13.063682, 10.815771], [12.659258, 12.559659, 13.404670], [12.646857, 8.325513, 10.301611], [11.493912, 12.306208, 11.251925], [13.580716, 11.606280, 12.955016], [13.799561, 13.210478, 6.220581], [8.426038, 13.926299, 4.407262], [10.218124, 17.355726, 8.669888], [12.604141, 11.842715, 6.185264], [7.198451, 15.406276, 9.307173], [8.956995, 12.380313, 12.865685], [14.959462, 13.791323, 8.348299], [13.575827, 7.597337, 7.676403], [6.665596, 13.435470, 13.082915], [6.304836, 13.916428, 7.692351], [6.786184, 12.365964, 7.077329], [11.940242, 8.419345, 7.511277], [13.823178, 13.725258, 9.646527], [5.664720, 14.778283, 11.238326], [14.202660, 9.467444, 9.405201], [11.297172, 15.615114, 10.044993], [12.242070, 13.341002, 7.061472], [12.120280, 8.918731, 11.000382], [10.965407, 15.237207, 7.047568], [14.400373, 11.295565, 13.596826], [13.472718, 7.749528, 10.807763], [10.838996, 13.642718, 12.783139], [8.919016, 16.316576, 9.026493], [13.444542, 9.198354, 6.963670], [8.275281, 15.011529, 6.477166], [14.449195, 11.379929, 7.769664], [12.758557, 13.100949, 14.324647], [9.133251, 16.776751, 7.368532], [8.506422, 12.332138, 5.074999], [15.134886, 12.547408, 9.689851], [6.233066, 13.639814, 5.924124], [11.914349, 7.635520, 9.836190], [9.906730, 13.419504, 5.254543], [12.472261, 15.852099, 8.695441], [14.405488, 10.611343, 11.153642], [11.986511, 14.203314, 9.328080]],
  "forces_ev_per_a": [[-2.15, -0.29, 1.62], [0.58, 0.25, -0.54], [-0.97, -0.39, 0.37], [1.59, 1.12, -0.02], [0.81, -0.06, 0.06], [-1.60, -0.90, -1.64], [0.17, -0.90, -0.10], [0.85, -0.57, 0.15], [1.11, 0.06, -0.53], [4.49, -1.64, -0.97], [0.10, 0.90, 0.21], [0.44, -0.43, -0.64], [-0.54, 0.86, -0.86], [0.30, 0.34, -0.03], [-1.28, 2.04, -0.80], [1.36, 0.86, 0.37], [0.27, 0.77, -0.34], [-1.03, 0.03, 0.10], [0.13, 0.85, 1.19], [-0.25, -0.29, 0.27], [0.94, 0.38, -1.92], [-0.41, -0.23, 1.55], [-0.45, -0.43, 0.30], [0.49, 0.41, 0.05], [-0.09, 0.17, -0.32], [0.28, -0.20, -0.78], [-4.68, 1.19, 4.11], [-1.24, 0.10, 1.50], [2.77, -0.73, -3.55], [-2.62, 0.96, -0.27], [0.80, -1.03, -0.47], [-0.55, -0.31, 2.83], [-0.79, -0.18, -1.59], [0.55, -1.49, -1.21], [-1.26, -0.16, 1.55], [0.60, 0.25, -1.45], [-0.44, -0.61, 0.60], [0.22, -0.07, 0.38], [0.39, -0.45, -0.51], [0.41, 0.54, 0.52], [-0.26, 0.26, -0.43], [-0.84, 0.66, -1.04], [-0.04, -0.73, 0.40], [-0.36, 0.15, -0.05], [-0.09, 0.07, 0.06], [0.89, -0.20, -1.13], [0.22, 0.24, -0.52], [1.18, -0.02, 0.36], [-0.20, -0.32, -0.02], [0.55, 0.07, 0.05], [1.07, -0.21, -0.32], [-0.13, 0.35, 0.39], [-0.01, -0.02, -0.05], [-0.36, 0.46, 0.93], [-0.24, -0.36, 0.68], [-0.08, 0.09, -0.13], [-0.96, 0.48, -0.48], [0.36, -0.18, 0.30], [0.18, -0.06, 0.00], [0.10, 0.14, 0.00], [-0.14, -0.44, 0.00], [-0.43, 0.06, 0.25], [0.08, -0.23, 0.49], [0.37, -0.02, 0.15], [0.04, -0.75, 0.16], [-0.41, 0.46, -0.70], [0.09, -0.20, 0.11], [0.39, 0.07, 0.61], [0.20, -0.17, -0.30], [-0.50, -0.60, 0.62], [-0.27, 0.13, 0.55], [0.33, 0.12, -0.16]],
  "lowdin_spin": [0.88, 0.02, 0.01, 0.17, 0.31, 0.26, 0.10, 0.14, 0.39, 0.28, 0.00, 0.00, 0.05, 0.13, 0.03, 0.08, 0.18, 0.01, 0.00, -0.01, 0.08, -0.02, 0.00, 0.00, 0.02, 0.10, 0.41, 0.01, 0.55, 0.42, 0.04, 0.13, -0.01, 0.01, 0.01, 0.11, 0.00, 0.00, 0.00, 0.00, 0.02, 0.01, 0.00, 0.00, 0.02, 0.01, 0.00, 0.00, 0.00, 0.00, 0.00, 0.00, 0.00, 0.00, 0.00, 0.01, 0.00, 0.01, 0.00, 0.00, 0.00, 0.00, 0.00, 0.00, 0.00, 0.00, 0.00, 0.00, 0.00, 0.00, 0.00, 0.00]
}